Entry A
Density functional theory data (ωB97M-V with the def2-TZVPD basis set) for a structure of composition C5H9FO2.

Calculated values
**LUMO**: 0.022 hartree
**Gap between HOMO and LUMO**: 9.7 eV

```
! wB97M-V def2-TZVPD RIJCOSX def2/J DEFGRID3
* xyz 0 1
C 0.3662 1.8179 1.2197
C -0.3694 1.0978 0.1265
C 0.3594 -0.2878 -0.0483
C -0.3062 -1.7885 0.2233
C -0.1022 -1.2774 -1.2321
H -0.5166 2.5957 1.4688
H 0.8762 1.0158 2.2197
H 1.2771 2.5972 0.8621
H -0.2773 1.6683 -0.8416
H 2.2708 -0.6039 0.6345
H 0.4484 -2.5375 0.5943
H -1.5848 -2.0301 0.3977
H 0.4963 -1.8491 -2.0159
H -1.5734 -0.1099 -1.6589
O 1.7571 -0.3542 -0.1865
O -1.2612 -1.0135 -1.9445
F -1.8605 1.0593 0.1810
*
```

---

Entry B
Density functional theory data (ωB97M-V with the def2-TZVPD basis set) for the molecule C5H9FO2.

Calculated values
**LUMO**: 0.029 hartree
**Gap between HOMO and LUMO**: 10.9 eV

```
! wB97M-V def2-TZVPD RIJCOSX def2/J DEFGRID3
* xyz 0 1
C -1.0422 -0.7868 -1.6567
C -0.9796 -1.0189 -0.1406
C 0.5564 -0.9772 0.2621
C 0.7952 0.2157 1.2108
C 0.7744 1.5940 0.5851
H -0.8209 1.0628 -1.2170
H -1.4483 -1.9736 0.0721
H -1.5017 -0.2137 0.3884
H 0.7508 -1.9596 0.7471
H 1.2010 -1.0143 -0.6790
H 1.8176 0.0190 1.7019
H 0.0076 0.1840 1.9743
H 1.3131 1.6134 -0.3782
H 1.1695 2.2980 1.3194
O -0.8597 0.4868 -1.9946
O -1.1688 -1.5908 -2.5048
F -0.5643 2.0612 0.3096
*
```

---

Quick look at relative energies in kJ/mol: entry A 516.2; entry B 0.0.